The following is a DFT calculation (ωB97M-V/def2-TZVPD) of a molecular structure, C33H51BrN8O4Rb at a distorted geometry.

Structure (XYZ):
```
98
Properties=species:S:1:pos:R:3:forces:R:3:mulliken_charge:R:1
Rb -0.203 1.038 1.218 0.89 0.57 0.08 0.6104
C 0.542 -2.353 3.432 0.13 0.02 0.03 -0.4947
O 0.398 -0.943 3.474 -0.01 0.06 0.02 0.1907
C 0.197 -0.460 4.786 0.01 0.00 -0.01 -0.5530
C -0.498 0.880 4.709 0.04 0.03 0.02 -0.7721
O 0.199 1.823 3.908 -0.09 0.08 0.12 -0.1510
C 1.351 2.378 4.507 0.03 0.01 -0.02 -0.4060
C 1.856 3.470 3.590 0.01 0.00 0.00 -0.8451
O 2.273 2.973 2.328 -0.02 -0.04 -0.02 0.0095
C 3.599 2.490 2.337 0.01 -0.03 0.00 -0.7383
H -0.346 -2.845 3.841 -0.01 -0.01 -0.02 0.3968
H 0.639 -2.632 2.387 0.01 0.04 0.12 -0.3423
H 1.421 -2.675 4.002 0.00 0.01 0.02 0.3993
H -0.443 -1.144 5.356 -0.02 0.01 -0.01 0.4464
H 1.156 -0.393 5.318 -0.01 0.00 0.00 0.3057
H -1.473 0.754 4.236 0.01 -0.03 -0.01 0.3266
H -0.652 1.281 5.718 0.00 -0.03 0.00 0.3878
H 1.107 2.808 5.487 -0.01 0.01 -0.01 0.3885
H 2.121 1.613 4.662 0.00 0.01 0.00 0.2598
H 1.044 4.172 3.392 -0.01 -0.01 0.00 0.2249
H 2.673 4.018 4.073 0.00 -0.01 0.01 0.4953
H 4.304 3.278 2.623 0.00 0.00 0.00 0.3428
H 3.726 1.644 3.022 0.00 0.00 0.01 0.3003
H 3.830 2.153 1.328 0.00 0.00 0.00 0.0586
Br 0.043 -2.711 -5.034 0.04 0.02 0.00 -0.2194
C -1.486 -3.422 -4.141 -0.04 0.02 0.02 0.0863
C -1.609 -4.790 -3.996 -0.01 -0.01 0.01 -0.6239
C -2.707 -5.291 -3.309 0.05 0.05 -0.05 -0.3426
C -3.637 -4.427 -2.750 -0.10 -0.07 0.18 0.2371
C -3.538 -3.056 -2.975 0.03 -0.03 0.05 -0.1647
C -2.454 -2.549 -3.669 0.05 0.00 -0.03 -0.3793
N -4.746 -5.020 -2.045 0.06 0.00 -0.07 -0.4776
N -5.074 -4.646 -0.905 -0.07 0.12 0.05 -0.5305
C -4.288 -3.687 -0.197 0.00 -0.16 -0.17 0.0299
C -4.931 -2.574 0.289 -0.01 0.07 0.04 -0.4518
C -4.224 -1.459 0.731 -0.05 0.03 -0.14 -0.8718
C -2.820 -1.394 0.668 0.07 -0.07 -0.15 -0.1621
O -2.153 -0.330 0.844 -0.73 -0.54 -0.02 -0.1142
C -2.140 -2.668 0.384 -0.04 -0.04 0.08 -0.1314
N -0.795 -2.729 0.549 -0.01 0.03 -0.09 0.2267
C -0.195 -3.881 0.365 0.00 -0.01 -0.08 0.1962
C -0.848 -5.069 0.002 0.00 0.02 0.00 -1.6442
C -2.196 -5.022 -0.201 0.00 0.01 -0.02 -0.4988
C -2.884 -3.803 -0.025 -0.03 0.06 -0.10 0.6130
H -0.866 -5.458 -4.408 0.01 0.00 0.00 0.4388
H -2.834 -6.358 -3.181 0.00 -0.01 0.01 0.4302
H -4.284 -2.380 -2.580 -0.02 -0.01 0.04 0.4547
H -2.359 -1.484 -3.829 0.00 0.00 0.00 0.4917
H -6.014 -2.545 0.235 0.00 0.00 0.01 0.3949
H -4.756 -0.565 1.030 0.02 0.01 0.02 0.4341
H 0.879 -3.911 0.530 0.09 0.04 0.02 0.4041
H -0.290 -5.990 -0.100 0.00 0.00 -0.01 0.4395
H -2.751 -5.911 -0.471 0.01 0.00 0.01 0.6758
N 5.223 -0.914 -3.495 0.02 0.00 -0.03 -0.1110
C 4.114 -0.583 -2.502 0.02 0.02 -0.01 -0.0927
C 2.896 -0.130 -3.282 0.03 -0.03 -0.02 -1.0715
C 1.732 0.176 -2.319 -0.01 0.01 -0.02 -0.1947
N 1.898 1.383 -1.522 -0.05 -0.02 0.05 -0.0623
C 1.478 -1.034 -1.426 -0.13 -0.02 -0.04 -0.1339
C 2.704 -1.535 -0.666 0.01 -0.05 0.01 0.4576
N 3.183 -0.566 0.332 -0.04 0.08 0.02 -0.1905
C 3.840 -1.814 -1.659 -0.01 -0.03 -0.01 -1.2706
H 5.443 -0.106 -4.080 0.00 -0.02 0.02 0.3838
H 4.923 -1.672 -4.114 -0.01 0.02 0.03 0.3895
H 6.077 -1.214 -3.022 -0.03 0.01 -0.01 0.3863
H 4.514 0.224 -1.887 -0.02 -0.01 0.00 0.1525
H 2.582 -0.932 -3.962 -0.01 -0.01 0.00 0.3333
H 3.127 0.753 -3.886 -0.01 0.01 0.01 0.4381
H 0.842 0.312 -2.937 0.02 0.02 -0.01 0.6031
H 2.028 2.210 -2.090 -0.03 0.04 0.04 0.3014
H 2.644 1.300 -0.841 0.04 0.00 -0.06 -0.0436
H 1.114 -1.859 -2.044 0.02 -0.01 -0.04 0.3662
H 0.651 -0.812 -0.754 0.01 -0.11 0.17 -0.6052
H 2.443 -2.488 -0.200 -0.06 -0.07 -0.01 -0.0849
H 3.919 -0.985 0.893 0.01 0.01 -0.01 0.3341
H 2.440 -0.347 0.992 0.04 -0.07 -0.08 -0.1446
H 3.535 -2.642 -2.309 -0.01 0.00 0.00 0.4100
H 4.742 -2.127 -1.123 0.00 0.01 0.02 0.5121
C -1.753 3.533 -1.158 0.01 -0.03 0.01 -0.5694
C -2.483 4.872 -1.449 -0.02 0.01 -0.02 -0.7949
N -2.186 5.841 -0.395 -0.01 0.01 0.00 -0.1733
C -2.580 5.278 0.896 -0.02 0.01 0.01 -0.8710
C -1.759 3.994 1.182 0.01 -0.03 0.02 -0.1783
N -0.903 3.678 0.030 -0.04 -0.01 0.02 0.6355
C 0.034 4.784 -0.183 0.03 -0.02 0.00 -0.4326
C -0.749 6.109 -0.380 0.01 0.02 0.00 -0.7385
H -1.119 3.230 -1.995 0.00 0.01 0.00 0.3881
H -2.459 2.721 -0.970 0.00 0.00 0.00 0.3131
H -3.564 4.732 -1.495 0.00 0.00 0.00 0.3177
H -2.167 5.300 -2.402 0.00 0.00 0.00 0.2787
H -3.650 5.065 0.862 0.00 0.00 0.00 0.2704
H -2.420 6.034 1.667 0.00 0.00 0.00 0.3975
H -2.411 3.136 1.371 -0.03 0.03 -0.01 0.4687
H -1.115 4.114 2.059 0.00 0.02 0.00 -0.1492
H 0.638 4.544 -1.063 0.00 0.00 0.00 0.3556
H 0.712 4.830 0.673 0.00 0.01 0.00 0.0340
H -0.478 6.596 -1.318 0.00 0.00 0.00 0.2934
H -0.544 6.815 0.427 0.00 0.00 0.00 0.3105
```
Forces are in eV/Å.

The value obtained for the molar mass is 789.195 g/mol. Its LUMO energy is -3.42 eV. The value obtained for the relative energy (zero: lowest compared OMol25 entry of this formula, charge and spin) is 53.0 kcal/mol. As for the total charge: +1. The value obtained for the HOMO-LUMO gap is 4.595 eV. The highest occupied orbital energy is -8.018 eV. The total energy is -125849.3600 eV.